No. 1
Below is a molecular structure, C32H47AgAsN3OSb, with properties calculated with ωB97M-V with the def2-TZVPD basis set.

Results
Energy relative to the best compared isomer or geometry (same formula, charge and spin), kJ/mol: 101.5
Lowest unoccupied orbital energy, eV: 2.30
Orbital gap, eV: 4.201

ORCA input file:
```
! wB97M-V def2-TZVPD RIJCOSX def2/J DEFGRID3
* xyz -1 1
Ag -0.3693 -0.2753 0.2827
C 0.5009 0.4373 2.0363
C 1.5436 0.3579 2.6867
C 2.6883 0.2967 3.5248
C 3.3257 -0.9970 3.6467
C 4.1786 -1.3594 4.7147
C 4.7559 -2.6143 4.7970
C 4.5073 -3.5853 3.8335
C 3.6363 -3.2713 2.7931
C 3.0612 -2.0194 2.6989
C 3.1303 1.5057 4.1584
C 2.2726 2.6392 4.2132
C 2.6570 3.8166 4.8232
C 3.9205 3.9575 5.3937
C 4.8083 2.8910 5.2884
C 4.4347 1.7051 4.6843
H 4.3519 -0.6555 5.5175
H 5.3991 -2.8523 5.6382
H 4.9737 -4.5615 3.8942
H 3.4099 -4.0256 2.0452
H 2.3916 -1.7857 1.8801
H 1.2860 2.5426 3.7758
H 1.9606 4.6483 4.8683
H 4.2085 4.8712 5.8994
H 5.8179 2.9957 5.6735
H 5.1724 0.9204 4.5793
C -3.4122 -5.2313 -0.5838
C -3.7222 -3.7472 -0.4430
Sb -2.0152 -2.3818 -0.2972
C -0.4880 -3.6350 -1.2088
C 0.0873 -4.7721 -0.3737
C -1.5267 -2.7939 1.8016
C -2.0203 -4.0983 2.4168
H -4.3268 -5.8130 -0.7332
H -2.9189 -5.6215 0.3046
H -2.7645 -5.4149 -1.4429
H -4.3527 -3.5583 0.4281
H -4.2824 -3.4036 -1.3156
H 0.3143 -2.9536 -1.4893
H -0.9273 -4.0187 -2.1353
H 0.5152 -4.3959 0.5566
H 0.8867 -5.2816 -0.9187
H -0.6697 -5.5173 -0.1282
H -1.9201 -1.9413 2.3560
H -0.4400 -2.7173 1.8780
H -3.1101 -4.1652 2.3853
H -1.7137 -4.1642 3.4635
H -1.6079 -4.9664 1.9022
C 0.1252 1.4590 -3.1826
As 0.2118 -0.4095 -2.6236
C 1.8413 -0.8633 -3.6055
C -1.1707 -1.1208 -3.9279
C -0.9562 -0.7386 -5.3478
C -0.1418 -1.5047 -6.1854
C 0.1172 -1.1173 -7.4904
C -0.4393 0.0481 -7.9975
C -1.2732 0.8074 -7.1898
C -1.5280 0.4166 -5.8842
H 0.3573 1.5537 -4.2432
H 0.8516 2.0210 -2.5968
H -0.8705 1.8582 -2.9940
H 1.7770 -0.5199 -4.6373
H 2.0303 -1.9375 -3.5926
H 2.6631 -0.3611 -3.1010
H -2.1246 -0.7377 -3.5598
H -1.1707 -2.2066 -3.8186
H 0.2922 -2.4212 -5.8022
H 0.7610 -1.7253 -8.1141
H -0.2296 0.3579 -9.0134
H -1.7256 1.7119 -7.5776
H -2.1873 1.0152 -5.2659
C 5.2445 1.9648 0.4759
N 4.3537 1.0910 -0.2629
C 3.0082 1.2511 -0.3480
N 2.4832 2.4037 0.1816
O 2.3243 0.4418 -0.9834
H 6.2703 1.7510 0.1799
H 5.1552 1.8410 1.5544
H 5.0245 3.0020 0.2194
H 4.6659 0.1581 -0.4662
H 2.9257 2.7155 1.0379
H 1.4905 2.2765 0.3081
N -1.8362 2.2640 -0.4564
H -2.8263 2.4049 -0.6091
H -1.3237 2.9330 -1.0176
H -1.6269 2.4481 0.5182
*
```

No. 2
Below is a molecular structure, C32H47Ge2N2O3STi, with properties calculated with ωB97M-V with the def2-TZVPD basis set.

Results
Energy relative to the best compared isomer or geometry (same formula, charge and spin), kJ/mol: 189.7
Lowest unoccupied orbital energy, eV: -9.31
Orbital gap, eV: 6.303

ORCA input file:
```
! wB97M-V def2-TZVPD RIJCOSX def2/J DEFGRID3
* xyz 3 1
Ti 0.6769 -0.5254 0.0909
C 0.8955 2.7987 1.1899
C 2.2713 2.9259 1.3402
C 3.0307 1.8810 1.8632
C 2.4119 0.7115 2.2556
C 1.0201 0.5713 2.1233
C 0.2663 1.6301 1.5828
H 0.3137 3.6212 0.7963
H 2.7537 3.8570 1.0644
H 4.1002 2.0001 1.9997
H 2.9802 -0.0756 2.7226
H 0.5334 -0.2535 2.6360
H -0.8074 1.5735 1.5458
C 3.3359 0.7076 -1.7121
C 1.9980 0.3585 -2.3527
C 2.0357 0.5653 -3.8526
O 1.5791 -1.0013 -1.9573
C 0.8999 1.2368 -1.7685
O 0.9150 2.4125 -1.7996
O -0.1351 0.4930 -1.1431
H 4.1467 0.2223 -2.2615
H 3.3907 0.3883 -0.6787
H 3.4884 1.7847 -1.7570
H 2.6666 -0.1982 -4.3121
H 2.4669 1.5414 -4.0689
H 1.0417 0.5181 -4.3016
H 2.1916 -1.6343 -2.3333
C -2.2535 -4.2948 1.9449
C -1.0459 -3.6781 1.2181
Ge -1.4109 -1.8196 0.7619
C -2.0745 -0.9368 2.4136
C -3.6090 -0.8739 2.4420
C -2.9214 -1.7742 -0.4566
C -3.3263 -0.9490 -1.4234
Ge -2.2029 0.2598 -2.4240
C -2.4162 2.1476 -2.5005
C -3.7210 2.5803 -3.1901
C -1.1476 -0.7786 -3.6501
C -2.0078 -1.7540 -4.4730
C -4.6792 -0.9370 -2.0465
C -5.7856 -1.5459 -1.4569
C -7.0239 -1.4950 -2.0780
C -7.1803 -0.8335 -3.2916
C -6.0940 -0.2192 -3.8927
C -4.8622 -0.2743 -3.2598
H -2.0248 -5.3251 2.2277
H -3.1457 -4.3304 1.3128
H -2.5118 -3.7535 2.8611
H -0.8139 -4.2259 0.3035
H -0.1596 -3.7004 1.8474
H -1.6659 0.0606 2.5461
H -1.6877 -1.5481 3.2325
H -4.0087 -0.2469 1.6430
H -3.9326 -0.4456 3.3936
H -4.0653 -1.8613 2.3559
H -3.6457 -2.5181 -0.1209
H -1.5357 2.5221 -3.0204
H -2.3687 2.4869 -1.4676
H -3.7743 2.2507 -4.2286
H -3.7565 3.6700 -3.1950
H -4.6054 2.2197 -2.6662
H -0.4569 -1.3249 -3.0154
H -0.5703 -0.1159 -4.2942
H -2.6468 -2.3769 -3.8490
H -1.3421 -2.4163 -5.0305
H -2.6361 -1.2393 -5.1987
H -5.6911 -2.0516 -0.4998
H -7.8792 -1.9658 -1.6076
H -8.1539 -0.7907 -3.7660
H -6.2078 0.2941 -4.8417
H -4.0144 0.2104 -3.7670
C 4.4151 -5.6844 3.5152
C 3.4860 -4.5146 3.4690
C 2.8080 -4.0004 4.5393
C 1.9587 -2.9177 4.3459
N 1.7823 -2.3640 3.1225
C 2.4342 -2.8673 2.1037
S 2.3052 -2.2490 0.4624
N 3.2777 -3.9123 2.2698
C 1.1918 -2.3081 5.4720
H 4.5300 -6.0468 4.5320
H 5.4009 -5.4139 3.1246
H 4.0257 -6.4990 2.8972
H 2.9392 -4.4373 5.5213
H 3.7663 -4.2593 1.4575
H 1.3445 -2.8386 6.4085
H 0.1260 -2.3030 5.2309
H 1.4971 -1.2656 5.6031
*
```

No. 3
Below is a molecular structure, C32H48AsCa2F9O23, with properties calculated with ωB97M-V with the def2-TZVPD basis set.

Results
Lowest unoccupied orbital energy (spin up / spin down), eV: -1.86 / -1.90
Orbital gap (spin up / spin down), eV: 3.465 / 8.804

ORCA input file:
```
! wB97M-V def2-TZVPD RIJCOSX def2/J DEFGRID3
* xyz 1 2
Ca 8.5921 -14.7656 23.5027
Ca 9.3360 -17.1095 19.7557
As 7.3324 -18.4908 22.6711
F 8.7857 -19.2799 23.3986
F 6.6410 -20.0842 22.1955
F 5.8749 -17.6522 22.0384
F 7.9964 -16.9150 23.2367
F 8.1720 -18.4439 21.0886
F 6.5824 -18.7943 24.2894
C 7.2190 -14.3885 20.8659
O 7.2797 -13.6311 22.0691
O 8.3249 -15.2313 21.0784
C 5.8104 -14.9199 20.5102
F 4.9451 -14.9613 21.5148
F 5.1961 -14.1847 19.5740
F 5.9358 -16.1378 19.9963
C 6.4594 -12.3712 21.9368
C 6.1894 -12.0323 23.3090
H 7.0363 -12.0965 23.9922
H 5.6616 -11.1028 23.5223
H 5.5525 -12.7721 23.7939
H 5.4920 -12.4872 21.4483
H 6.9035 -11.4842 21.4850
H 7.6691 -13.7333 20.1202
C 2.2566 -12.6869 22.3552
C 1.5409 -11.6386 23.1885
C 1.0968 -12.0616 24.5090
O 1.7986 -11.2310 25.4105
C 2.6577 -10.5312 24.7848
O 3.5864 -9.8961 25.3069
O 2.5392 -10.6806 23.4739
H 1.7197 -13.6170 22.1685
H 3.1885 -12.9532 22.8538
H 2.5255 -12.1989 21.4184
H 0.6298 -11.2437 22.7391
H 1.3653 -13.1174 24.4738
H 0.0152 -11.9262 24.5061
C 8.8920 -9.3058 19.8920
C 10.0230 -10.0394 20.6035
C 10.3086 -9.6994 22.0066
O 9.9824 -10.8309 22.7260
C 9.8860 -11.8918 21.9966
O 9.7414 -13.0350 22.4401
O 9.8481 -11.5025 20.6824
H 8.7225 -9.6247 18.8636
H 9.1728 -8.2630 19.7445
H 7.9571 -9.1515 20.4306
H 10.9152 -9.9359 19.9860
H 9.8130 -8.8075 22.3899
H 11.3747 -9.5209 22.1471
C 13.6749 -11.9255 17.9034
C 13.2972 -13.4114 17.7877
C 13.4528 -14.1938 19.1162
O 12.2007 -14.2100 19.7107
C 11.3492 -14.1231 18.7987
O 10.2053 -14.3966 18.8917
O 11.8964 -13.6648 17.6849
H 13.7455 -11.4027 18.8573
H 13.2204 -11.3454 17.1003
H 14.7321 -11.8832 17.6413
H 13.8304 -14.0785 17.1104
H 14.2873 -13.7475 19.6571
H 13.8231 -15.2189 19.1000
C 3.7208 -17.3559 17.5163
C 4.9492 -17.8984 16.7224
C 5.3842 -16.8835 15.6953
O 6.5891 -16.3018 16.2467
C 7.0090 -17.0098 17.2552
O 8.1775 -16.8756 17.6313
O 6.0398 -17.9029 17.6171
H 3.4350 -18.1624 18.1916
H 2.8302 -17.2952 16.8908
H 3.6813 -16.2951 17.7638
H 4.6933 -18.8382 16.2333
H 4.6440 -16.1086 15.4957
H 5.7061 -17.3410 14.7598
C 3.3620 -17.3499 27.4188
C 3.8391 -16.8762 25.9668
C 3.0904 -15.6329 25.6321
O 4.0144 -14.8872 24.8457
C 5.2976 -15.4362 25.0321
O 6.3012 -15.1706 24.3403
O 5.2113 -16.5394 25.8254
H 4.0782 -18.0766 27.8024
H 2.3608 -17.7534 27.2674
H 3.3805 -16.6092 28.2182
H 3.6061 -17.6938 25.2846
H 2.6638 -15.0006 26.4107
H 2.2337 -15.9383 25.0314
C 6.9617 -7.3850 23.9178
C 5.6735 -8.2244 23.4474
C 4.3224 -7.5319 23.2809
O 3.9444 -8.2356 22.0576
C 4.8904 -8.9012 21.3912
O 4.8375 -9.5194 20.3190
O 5.9979 -8.8863 22.2344
H 6.6133 -6.7202 24.7082
H 7.3289 -6.7020 23.1518
H 7.8179 -7.9422 24.2978
H 5.5426 -9.0744 24.1172
H 4.3837 -6.4475 23.1894
H 3.6203 -7.8611 24.0470
C 8.9410 -12.4230 29.5738
C 9.7487 -12.1468 28.3393
C 10.7204 -13.1045 27.8713
O 10.4888 -13.1470 26.5023
C 9.2295 -12.7921 26.1917
O 8.6673 -13.1258 25.1208
O 8.7225 -12.1573 27.2751
H 9.1165 -13.4368 29.9337
H 7.8728 -12.2229 29.6569
H 9.3371 -11.8458 30.4093
H 10.2938 -11.2034 28.3717
H 10.7877 -14.0695 28.3736
H 11.7085 -12.7718 28.1892
*
```

Quick rundown of calculated total energy, same order as above: -111838.522, -190027.106, -203227.508 eV
Quick rundown of max |F|, same order as above: 1.091, 2.128, 5.310 eV/A